Run w
# C5H13NS

A single C5H13NS molecule (ωB97M-V with the def2-TZVPD basis set, OMol25).

```
! RIJCOSX wB97M-V def2-TZVPD def2/J DEFGRID3
* xyz 0 1
C 1.129 -0.764 2.012
C 1.589 0.548 1.364
C 0.637 1.444 0.567
N 0.013 0.973 -0.657
C -0.730 -0.289 -0.636
C -1.480 -0.421 -1.962
S -3.075 -1.249 -1.721
H 1.053 -0.763 3.098
H 0.172 -1.098 1.618
H 1.843 -1.548 1.814
H 2.206 1.123 2.058
H 2.344 0.262 0.635
H 1.220 2.308 0.317
H -0.165 1.819 1.217
H 0.716 0.870 -1.379
H -1.440 -0.242 0.195
H -0.129 -1.185 -0.484
H -1.676 0.572 -2.340
H -0.845 -0.890 -2.713
H -3.383 -1.471 -3.005
*
```

Calculated values
E_HOMO (eV): -8.9
HOMO-LUMO gap (eV): 9.871
SMILES: CCCNCCS
LUMO (eV): 0.97

---

Run x
# C5H13NS

A single C5H13NS molecule (ωB97M-V with the def2-TZVPD basis set, OMol25).

```
! RIJCOSX wB97M-V def2-TZVPD def2/J DEFGRID3
* xyz 0 1
C -0.910 1.056 2.114
S -0.927 2.378 0.772
C -0.470 1.616 -0.877
C -0.703 0.177 -0.988
C 0.465 -0.649 -0.114
C 0.225 -2.091 -0.481
N 1.832 -0.190 -0.292
H -1.966 0.703 2.234
H -0.199 0.332 1.753
H -0.447 1.430 3.015
H 0.628 1.828 -1.222
H -1.133 2.043 -1.738
H -1.788 -0.010 -0.701
H -0.364 -0.133 -2.007
H 0.290 -0.570 1.006
H -0.706 -2.528 -0.284
H 0.463 -2.221 -1.583
H 1.041 -2.576 -0.024
H 2.359 -0.543 -1.098
H 2.309 -0.052 0.516
*
```

Calculated values
E_HOMO (eV): -8.3
HOMO-LUMO gap (eV): 9.266
SMILES: CSCC[C@@H](C)N
LUMO (eV): 0.93

---

Run y
# C5H13NS

A single C5H13NS molecule (ωB97M-V with the def2-TZVPD basis set, OMol25).

```
! RIJCOSX wB97M-V def2-TZVPD def2/J DEFGRID3
* xyz 0 1
C 1.147 1.370 2.478
C 0.949 -0.012 1.822
C 1.013 0.055 0.311
N -0.234 0.470 -0.298
C -0.582 0.059 -1.640
C -1.771 -0.951 -1.643
S -1.460 -2.504 -2.505
H 0.476 2.061 1.981
H 2.185 1.677 2.397
H 0.811 1.347 3.516
H 0.018 -0.448 2.154
H 1.762 -0.687 2.128
H 1.899 0.599 -0.054
H 1.172 -0.971 -0.062
H -0.548 1.406 -0.078
H -0.959 0.933 -2.175
H 0.288 -0.383 -2.134
H -2.693 -0.381 -1.756
H -1.806 -1.379 -0.639
H -1.667 -2.261 -3.804
*
```

Calculated values
E_HOMO (eV): -8.4
HOMO-LUMO gap (eV): 9.391
SMILES: CCCNCCS
LUMO (eV): 1.02

---

Run z
# C5H13NS

A single C5H13NS molecule (ωB97M-V with the def2-TZVPD basis set, OMol25).

```
! RIJCOSX wB97M-V def2-TZVPD def2/J DEFGRID3
* xyz 0 1
C 1.128 -2.053 0.920
C 1.920 -1.355 -0.223
C 0.917 -0.416 -0.972
N 0.166 0.354 -0.020
C -0.727 1.484 -0.501
C -1.734 1.646 0.589
S -3.096 2.426 -0.024
H 0.702 -1.348 1.668
H 0.339 -2.728 0.455
H 1.729 -2.775 1.479
H 2.787 -0.711 0.051
H 2.280 -2.174 -0.881
H 0.147 -1.167 -1.339
H 1.224 0.166 -1.842
H 0.703 0.817 0.624
H -1.032 1.068 -1.530
H -0.129 2.436 -0.538
H -2.069 0.648 0.890
H -1.255 2.260 1.435
H -4.002 1.421 -0.242
*
```

Calculated values
E_HOMO (eV): -8.6
HOMO-LUMO gap (eV): 9.532
SMILES: CCCNCCS
LUMO (eV): 0.96

---

The data favor run w; the next most stable structure lies 7.7 kJ/mol above it.

---

Run w
# C5H13NS

A single C5H13NS molecule (ωB97M-V with the def2-TZVPD basis set, OMol25).

```
! RIJCOSX wB97M-V def2-TZVPD def2/J DEFGRID3
* xyz 0 1
C 0.656 -2.451 1.046
C 1.043 -1.622 -0.112
C 1.026 -0.245 0.429
N 0.620 0.721 -0.455
C -0.707 0.932 -1.064
C -1.427 2.200 -0.682
S -2.784 2.194 0.543
H 1.077 -2.179 2.013
H -0.356 -2.522 1.178
H 1.028 -3.501 0.828
H 2.005 -1.875 -0.554
H 0.278 -1.673 -0.966
H 2.061 0.181 0.837
H 0.552 -0.038 1.498
H 1.345 0.885 -1.317
H -1.387 0.106 -0.961
H -0.434 1.115 -2.160
H -0.668 2.889 -0.172
H -1.758 2.675 -1.660
H -2.167 2.209 1.730
*
```

Calculated values
E_HOMO (eV): -8.4
HOMO-LUMO gap (eV): 9.358
SMILES: CCCNCCS
LUMO (eV): 0.94

---

Run x
# C5H13NS

A 2-piece molecular cluster, C5H13NS overall (ωB97M-V with the def2-TZVPD basis set, OMol25).

```
! RIJCOSX wB97M-V def2-TZVPD def2/J DEFGRID3
* xyz 0 1
C 2.598 0.973 0.860
C 1.541 0.044 1.368
C 0.322 0.435 1.724
N -0.726 -0.485 2.083
H 2.305 2.023 0.928
H 3.535 0.869 1.414
H 2.852 0.756 -0.188
H 1.791 -1.021 1.411
H -0.010 1.468 1.684
H -0.322 -1.408 2.200
H -1.140 -0.189 2.964
C -1.524 -0.454 -2.946
C -1.109 -0.263 -1.496
S -2.474 -0.625 -0.338
H -2.367 0.195 -3.203
H -1.850 -1.484 -3.109
H -0.698 -0.249 -3.631
H -0.785 0.763 -1.320
H -0.267 -0.920 -1.255
H -1.671 -0.427 0.851
*
```

Calculated values
E_HOMO (eV): -7.9
HOMO-LUMO gap (eV): 8.768
SMILES: C/C=C/N.CCS
LUMO (eV): 0.85

---

The data favor run x; the next most stable structure lies 136.9 kJ/mol above it.

---

Run w
# C5H7N

A single C5H7N molecule (ωB97M-V with the def2-TZVPD basis set, OMol25).

```
! RIJCOSX wB97M-V def2-TZVPD def2/J DEFGRID3
* xyz 0 1
C -2.440 -0.452 -0.607
C -1.375 -0.651 -0.075
C -0.050 -1.042 0.387
N 0.598 -0.419 1.594
C 1.040 -0.050 0.258
C 0.961 1.242 -0.519
H -3.391 -0.322 -1.081
H 0.174 -2.086 0.269
H -0.350 -0.300 1.951
H 1.958 -0.599 0.038
H 0.104 1.857 -0.244
H 1.878 1.827 -0.381
H 0.893 0.997 -1.588
*
```

Calculated values
E_HOMO (eV): -9.3
HOMO-LUMO gap (eV): 10.369
SMILES: C#C[C@@H]1N[C@@H]1C
LUMO (eV): 1.09

---

Run x
# C5H7N

A single C5H7N molecule (ωB97M-V with the def2-TZVPD basis set, OMol25).

```
! RIJCOSX wB97M-V def2-TZVPD def2/J DEFGRID3
* xyz 0 1
C -0.599 0.170 -1.125
C 0.214 -0.843 -0.294
C 1.325 0.008 0.315
N 0.310 0.796 1.060
C -0.589 -0.377 0.964
C -0.891 0.859 0.199
H -0.061 0.715 -1.909
H -1.524 -0.254 -1.529
H 0.385 -1.855 -0.664
H 2.014 0.554 -0.340
H 1.877 -0.535 1.088
H -0.884 -0.918 1.855
H -1.578 1.679 0.382
*
```

Calculated values
E_HOMO (eV): -9.4
HOMO-LUMO gap (eV): 10.502
SMILES: C1[C@H]2CN3[C@H]2[C@H]13
LUMO (eV): 1.15

---

Run y
# C5H7N

A single C5H7N molecule (ωB97M-V with the def2-TZVPD basis set, OMol25).

```
! RIJCOSX wB97M-V def2-TZVPD def2/J DEFGRID3
* xyz 0 1
C 2.537 -0.609 -0.111
C 1.547 -0.065 -0.538
C 0.355 0.565 -1.028
N -0.266 1.640 -0.242
C -1.011 0.410 -0.285
C -1.146 -0.582 0.809
H 3.408 -1.107 0.257
H -0.215 0.108 -1.813
H 0.227 1.607 0.655
H -1.896 0.541 -0.927
H -0.153 -0.877 1.160
H -1.727 -0.151 1.622
H -1.659 -1.481 0.442
*
```

Calculated values
E_HOMO (eV): -8.4
HOMO-LUMO gap (eV): 9.538
SMILES: C#C[C@@H]1N[C@@H]1C
LUMO (eV): 1.10

---

Run z
# C5H7N

A single C5H7N molecule (ωB97M-V with the def2-TZVPD basis set, OMol25).

```
! RIJCOSX wB97M-V def2-TZVPD def2/J DEFGRID3
* xyz 0 1
C 1.702 0.842 0.251
C 0.384 0.363 -0.273
C -1.310 -0.933 -0.147
C -0.966 0.444 0.398
C 0.132 -0.719 -1.084
N -0.168 -1.599 -1.879
H 1.786 0.684 1.335
H 2.531 0.309 -0.224
H 1.847 1.915 0.069
H -1.083 -1.763 0.515
H -2.198 -1.088 -0.755
H -0.949 0.413 1.495
H -1.622 1.261 0.073
*
```

Calculated values
E_HOMO (spin up / spin down) (eV): -7.4 / -7.3
HOMO-LUMO gap (spin up / spin down) (eV): 7.084 / 6.913
LUMO (spin up / spin down) (eV): -0.27 / -0.42

---

The data favor run x; the next most stable structure lies 85.0 kJ/mol above it.

---

Run w
# C5H7N

A single C5H7N molecule (ωB97M-V with the def2-TZVPD basis set, OMol25).

```
! RIJCOSX wB97M-V def2-TZVPD def2/J DEFGRID3
* xyz 0 1
C 0.998 -0.977 -0.075
N -0.129 -0.233 -0.644
C -0.633 -0.668 -1.783
C -0.559 0.866 0.007
C -0.300 1.168 1.350
C -0.198 1.540 2.498
H 0.779 -1.206 0.968
H 1.902 -0.366 -0.124
H 1.134 -1.901 -0.635
H -0.101 -1.416 -2.348
H -1.532 -0.205 -2.167
H -1.260 1.483 -0.536
H -0.102 1.915 3.489
*
```

Calculated values
E_HOMO (eV): -6.7
HOMO-LUMO gap (eV): 7.448
LUMO (eV): 0.76

---

Run x
# C5H7N

A single C5H7N molecule (ωB97M-V with the def2-TZVPD basis set, OMol25).

```
! RIJCOSX wB97M-V def2-TZVPD def2/J DEFGRID3
* xyz 0 1
C -1.870 -0.470 0.302
C -0.415 -0.018 0.183
C 0.672 -0.885 0.386
C 1.787 -0.238 -0.097
N 1.369 0.954 -0.661
C 0.035 1.140 -0.436
H -1.767 -1.483 0.692
H -2.495 0.131 0.965
H -2.393 -0.506 -0.652
H 0.723 -1.814 0.930
H 2.804 -0.492 -0.346
H 2.072 1.623 -0.893
H -0.524 2.058 -0.373
*
```

Calculated values
E_HOMO (eV): -8.0
HOMO-LUMO gap (eV): 9.156
SMILES: Cc1cc[nH]c1
LUMO (eV): 1.11

---

The data favor run x; the next most stable structure lies 325.9 kJ/mol above it.

---

Run w
# C5H7N

A single C5H7N molecule (ωB97M-V with the def2-TZVPD basis set, OMol25).

```
! RIJCOSX wB97M-V def2-TZVPD def2/J DEFGRID3
* xyz 0 1
C -2.508 -0.464 -0.333
C -1.795 0.473 0.291
C -0.393 0.541 -0.001
C 0.544 -0.393 0.145
N 1.799 -0.308 -0.530
C 2.892 0.119 -0.022
H -3.527 -0.674 -0.220
H -2.111 -1.141 -1.047
H -2.213 1.195 0.919
H -0.038 1.453 -0.351
H 0.561 -1.313 0.633
H 3.773 -0.022 -0.530
H 3.016 0.534 1.048
*
```

Calculated values
E_HOMO (eV): -8.5
HOMO-LUMO gap (eV): 9.468
SMILES: C=C/C=C/N=C
LUMO (eV): 0.99

---

Run x
# C5H7N

C5H7N as an isolated structure (ωB97M-V with the def2-TZVPD basis set, OMol25).

```
! RIJCOSX wB97M-V def2-TZVPD def2/J DEFGRID3
* xyz 0 1
C -0.900 0.732 -0.046
C -0.834 -0.503 0.866
C 0.403 -1.205 0.879
C 1.279 -0.395 -0.031
N 0.857 -0.460 -1.454
C 0.478 0.722 -0.690
H -1.092 1.653 0.523
H -1.718 0.627 -0.777
H -1.744 -0.929 1.304
H -0.094 -0.437 1.885
H 2.358 -0.351 0.114
H 0.064 -1.108 -1.556
H 0.940 1.654 -1.017
*
```

Calculated values
E_HOMO (eV): -8.6
HOMO-LUMO gap (eV): 9.554
LUMO (eV): 0.91

---

The data favor run w; the next most stable structure lies 167.0 kJ/mol above it.